No. 1
This record from the Open Molecules 2025 dataset describes a molecular structure, C21H16N4RhTe4. The level of theory is ωB97M-V/def2-TZVPD.

Geometry as ORCA input:
```
! RIJCOSX wB97M-V def2-TZVPD def2/J DEFGRID3
* xyz -1 1
Rh -1.75 0.11 -0.89
C -0.97 5.37 0.30
C -0.33 4.66 -0.69
C 0.08 3.36 -0.43
C -0.16 2.85 0.85
N -0.76 3.53 1.82
C -1.17 4.77 1.53
C 0.34 1.49 1.20
C 1.61 1.38 1.76
C 2.11 0.14 2.10
C 1.32 -0.97 1.88
C 0.06 -0.79 1.33
N -0.43 0.42 0.99
C -0.80 -1.95 1.00
C -0.77 -3.12 1.74
C -1.56 -4.19 1.34
C -2.35 -4.05 0.21
C -2.34 -2.84 -0.47
N -1.58 -1.82 -0.08
H -1.33 6.38 0.13
H -0.17 5.09 -1.67
H 0.50 2.70 -1.18
H -1.69 5.29 2.33
H 2.19 2.28 1.90
H 3.11 0.03 2.49
H 1.69 -1.97 2.06
H -0.15 -3.18 2.62
H -1.55 -5.11 1.91
H -2.98 -4.85 -0.14
H -2.94 -2.69 -1.35
Te -2.97 2.43 -1.32
Te -4.55 0.42 -0.54
Te -4.81 -1.02 -2.88
Te -2.09 -0.57 -3.31
N 0.02 0.45 -1.76
C 1.06 -0.38 -1.62
C 1.06 -1.80 -1.46
C 2.21 -2.51 -1.17
C 3.45 -1.89 -1.04
C 3.51 -0.52 -1.30
C 2.38 0.21 -1.60
H 0.14 -2.34 -1.63
H 2.14 -3.59 -1.06
H 4.34 -2.46 -0.81
H 4.46 0.00 -1.27
H 2.45 1.27 -1.80
*
```

The calculation puts the max |F| at 0.0057 hartree/bohr. The value obtained for the lowest unoccupied orbital energy (spin up / spin down) is 2.199 / 2.199 eV. As for the HOMO energy (spin up / spin down): -2.9 / -2.9 eV.

Mulliken atomic charge list, values in e, 2 entries:
1 Rh -0.243
2 C -0.129

***

No. 2
This record from the Open Molecules 2025 dataset describes C24H27FN6O3 in the gas phase. The level of theory is ωB97M-V/def2-TZVPD.

Geometry as ORCA input:
```
! RIJCOSX wB97M-V def2-TZVPD def2/J DEFGRID3
* xyz 0 1
C 1.71 -1.64 5.20
H 2.38 -0.79 5.28
O 0.49 -1.28 4.60
C 0.49 -0.83 3.32
C 1.63 -0.71 2.53
C 1.52 -0.26 1.22
C 0.28 0.07 0.69
C -0.86 -0.02 1.49
C -0.75 -0.47 2.79
H -1.62 -0.55 3.42
H -1.81 0.28 1.09
N 0.18 0.53 -0.65
C -0.45 -0.12 -1.64
O -0.65 0.37 -2.73
C -0.93 -1.56 -1.35
N -0.05 -2.32 -0.53
N 1.21 -2.56 -0.82
N 1.70 -3.23 0.16
C 0.70 -3.40 1.05
N -0.42 -2.84 0.62
C 0.85 -4.08 2.32
C -0.22 -4.12 3.21
C -0.08 -4.74 4.44
C 1.14 -5.30 4.76
C 2.22 -5.28 3.89
C 2.07 -4.66 2.66
H 2.88 -4.61 1.96
H 3.15 -5.73 4.18
F 1.30 -5.90 5.96
H -0.89 -4.78 5.15
H -1.16 -3.66 2.93
H -1.04 -2.04 -2.33
H -1.90 -1.53 -0.85
C 0.59 1.91 -0.90
C 1.76 1.97 -1.88
H 1.49 1.50 -2.83
H 2.60 1.42 -1.47
H 2.07 3.00 -2.04
H 0.90 2.32 0.06
C -0.69 2.67 -1.30
O -1.63 2.69 -0.53
N -0.68 3.31 -2.48
H 0.05 3.09 -3.14
C -1.87 3.90 -3.05
H -2.58 3.99 -2.22
C -1.55 5.26 -3.70
C -1.99 5.15 -5.16
C -1.89 3.65 -5.46
H -2.46 3.36 -6.34
H -0.85 3.37 -5.62
C -2.43 3.02 -4.18
H -2.12 1.98 -4.05
H -3.52 3.06 -4.18
H -1.37 5.75 -5.82
H -3.03 5.47 -5.27
H -2.05 6.08 -3.19
H -0.48 5.44 -3.64
H 2.40 -0.18 0.61
H 2.61 -0.97 2.90
H 2.20 -2.45 4.65
H 1.45 -1.99 6.20
*
```

The calculation puts the max |F| at 0.0221 hartree/bohr. The value obtained for the lowest unoccupied orbital energy is 0.633 eV. As for the SMILES: COc1ccc(N(C(=O)Cn2nnc(-c3ccc(F)cc3)n2)[C@@H](C)C(=O)NC2CCCC2)cc1. As for the HOMO energy: -8.6 eV.

Mulliken atomic charge list, values in e, 2 entries:
1 C -0.864
2 H 0.381

***

No. 3
This record from the Open Molecules 2025 dataset describes 3 unconnected molecules or ions with the total composition C34H44BrClF7N2O10PS. The level of theory is ωB97M-V/def2-TZVPD.

Geometry as ORCA input:
```
! RIJCOSX wB97M-V def2-TZVPD def2/J DEFGRID3
* xyz 0 1
C 6.73 3.24 1.56
C 7.27 2.11 0.54
C 8.83 2.09 0.31
C 9.53 1.03 -0.62
C 8.59 0.01 -1.32
C 7.03 0.02 -1.09
C 6.33 1.05 -0.16
C 4.77 1.12 0.17
C 4.00 -0.27 0.08
C 4.47 -1.63 0.74
P 6.08 -1.74 1.73
C 6.26 -3.46 2.55
O 5.99 -0.57 3.02
C 3.63 -2.95 0.63
C 2.23 -2.99 -0.14
N 1.54 -4.26 -0.12
C 0.31 -4.08 -0.81
C -0.67 -5.38 -0.87
C -0.05 -6.64 -0.06
O -0.17 -6.77 1.19
Br 0.90 -8.01 -1.19
C -0.23 -2.78 -1.48
S -1.89 -2.73 -2.35
O -2.15 -3.94 -3.20
O -1.79 -1.55 -3.32
C -3.33 -2.56 -1.18
F -4.39 -3.37 -1.74
F -3.10 -3.09 0.12
C -3.95 -1.07 -1.08
F -5.14 -1.20 -0.28
F -4.39 -0.57 -2.33
C -2.99 -0.01 -0.33
F -2.65 1.10 -1.17
F -1.79 -0.55 0.17
F -3.72 0.49 0.79
N 0.51 -1.56 -1.47
C 1.76 -1.66 -0.78
C 2.62 -0.34 -0.68
Cl 1.94 1.17 -1.50
H 7.65 3.72 2.08
H 6.08 2.77 2.39
H 6.14 4.03 0.97
H 9.52 2.84 0.85
H 10.67 1.06 -0.71
H 9.08 -0.76 -2.02
H 6.42 -0.78 -1.62
H 4.67 1.53 1.25
H 4.33 1.95 -0.50
H 5.24 -3.76 2.97
H 6.56 -4.23 1.74
H 7.07 -3.33 3.35
H 5.89 0.30 2.54
H 4.01 -3.92 1.11
H -1.63 -5.07 -0.34
H -0.86 -5.73 -1.95
C -2.81 0.38 8.10
O -3.31 -0.64 7.26
C -4.71 -0.86 7.47
C -5.29 -1.65 6.30
O -5.60 -0.83 5.17
C -4.47 -0.39 4.41
C -3.86 -1.50 3.56
O -2.98 -2.30 4.34
C -2.67 -3.53 3.71
H -2.96 0.12 9.15
H -1.74 0.48 7.91
H -3.29 1.34 7.87
H -5.23 0.09 7.57
H -4.82 -1.44 8.39
H -6.25 -2.06 6.62
H -4.66 -2.50 6.02
H -3.73 0.10 5.04
H -4.87 0.37 3.73
H -3.27 -1.05 2.75
H -4.66 -2.12 3.13
H -3.58 -4.13 3.58
H -1.98 -4.08 4.35
H -2.19 -3.35 2.74
C -3.19 1.40 -6.33
O -3.29 2.69 -5.75
C -2.99 2.68 -4.36
C -2.70 4.09 -3.87
O -1.36 4.52 -4.14
C -1.09 4.85 -5.51
C -1.69 6.18 -5.93
O -3.07 6.02 -6.27
C -3.76 7.25 -6.31
H -3.88 0.71 -5.84
H -3.45 1.47 -7.38
H -2.17 1.02 -6.25
H -2.12 2.03 -4.16
H -3.86 2.28 -3.84
H -2.78 4.09 -2.78
H -3.43 4.81 -4.24
H -1.37 4.04 -6.18
H 0.00 4.94 -5.56
H -1.17 6.56 -6.82
H -1.59 6.91 -5.11
H -3.75 7.73 -5.33
H -4.79 7.06 -6.60
H -3.30 7.92 -7.06
*
```

The calculation puts the max |F| at 0.1537 hartree/bohr. The value obtained for the lowest unoccupied orbital energy is -2.295 eV. As for the SMILES: Cc1ccccc1Cc1c(P(C)O)cc2nc(CC(=O)Br)c(S(=O)(=O)C(F)(F)C(F)(F)C(F)(F)F)nc2c1Cl.COCCOCCOC.COCCOCCOC. As for the HOMO energy: -8.2 eV.

Mulliken atomic charge list, values in e, 2 entries:
1 C -1.057
2 C 0.687

***

No. 4
This record from the Open Molecules 2025 dataset describes 2 unconnected molecules or ions with the total composition C2H6N. The level of theory is ωB97M-V/def2-TZVPD.

Geometry as ORCA input:
```
! RIJCOSX wB97M-V def2-TZVPD def2/J DEFGRID3
* xyz 1 1
C -0.44 -0.44 -0.16
C -0.83 0.24 -1.28
N 0.96 -0.04 1.31
H 0.36 -1.16 -0.19
H -0.01 0.42 -2.11
H -1.81 0.71 -1.37
H -0.95 -0.52 0.80
H 1.59 -0.07 2.05
H 1.14 0.86 0.94
*
```

The calculation puts the max |F| at 0.0817 hartree/bohr. The value obtained for the lowest unoccupied orbital energy is -9.717 eV. As for the HOMO energy: -15.6 eV.

Mulliken atomic charge list, values in e, 2 entries:
1 C -0.227
2 C -0.185

***

No. 5
This record from the Open Molecules 2025 dataset describes a molecular structure, C33H28GeN4O2Sc. The level of theory is ωB97M-V/def2-TZVPD.

Geometry as ORCA input:
```
! RIJCOSX wB97M-V def2-TZVPD def2/J DEFGRID3
* xyz 2 2
Sc -0.09 -1.03 0.39
O -0.30 -4.12 -2.19
C 0.09 -3.26 -1.46
O -0.64 -2.60 -0.56
C 1.53 -2.78 -1.48
C 2.47 -3.38 -2.29
C 3.76 -2.88 -2.29
C 4.06 -1.80 -1.48
C 3.06 -1.25 -0.70
N 1.81 -1.73 -0.69
H 2.17 -4.22 -2.91
H 4.52 -3.33 -2.91
H 5.06 -1.37 -1.45
H 3.27 -0.41 -0.05
N -1.26 -0.41 3.55
C -0.11 -1.18 3.59
C 0.40 -1.50 4.85
C 1.53 -2.27 4.95
C 2.15 -2.72 3.78
C 1.61 -2.37 2.58
N 0.51 -1.57 2.46
C -2.26 -0.34 2.60
C -3.50 0.17 2.99
C -4.52 0.22 2.07
C -4.30 -0.25 0.78
C -3.06 -0.72 0.46
N -2.03 -0.74 1.35
H -1.55 -0.10 4.46
H -0.12 -1.17 5.74
H 1.93 -2.53 5.92
H 3.03 -3.35 3.82
H 2.05 -2.70 1.65
H -3.65 0.50 4.01
H -5.49 0.61 2.36
H -5.09 -0.26 0.03
H -2.84 -1.13 -0.52
C -1.77 0.54 -3.45
Ge -0.32 0.67 -2.17
C 1.44 0.75 -2.93
C 1.77 -0.16 -3.94
C 3.01 -0.11 -4.55
C 3.95 0.84 -4.15
C 3.63 1.75 -3.15
C 2.39 1.71 -2.54
C -0.45 1.62 -0.48
C 0.63 1.45 0.39
C 0.62 1.95 1.71
C -0.47 2.62 2.17
C -1.60 2.84 1.33
C -2.71 3.58 1.80
C -3.77 3.83 0.98
C -3.77 3.36 -0.35
C -2.71 2.63 -0.82
C -1.60 2.34 0.00
H -1.89 1.50 -3.97
H -2.71 0.26 -2.99
H -1.50 -0.22 -4.19
H 1.05 -0.90 -4.27
H 3.25 -0.80 -5.34
H 4.91 0.89 -4.64
H 4.35 2.51 -2.86
H 2.14 2.44 -1.78
H 1.54 1.00 0.00
H 1.50 1.82 2.34
H -0.49 3.02 3.17
H -2.69 3.97 2.81
H -4.61 4.42 1.33
H -4.60 3.58 -1.00
H -2.72 2.30 -1.85
*
```

The expectation value of S² is 0.763. The calculation puts the max |F| at 0.0049 hartree/bohr. The value obtained for the lowest unoccupied orbital energy (spin up / spin down) is -6.128 / -7.125 eV. As for the HOMO energy (spin up / spin down): -12.7 / -14.0 eV.

Mulliken atomic charge list, values in e, 2 entries:
1 Sc 0.466
2 O -0.589

***

No. 6
This record from the Open Molecules 2025 dataset describes a gas-phase ion, C7H14N3O (charge +1). The level of theory is ωB97M-V/def2-TZVPD.

Geometry as ORCA input:
```
! RIJCOSX wB97M-V def2-TZVPD def2/J DEFGRID3
* xyz 1 1
C -2.51 -0.16 1.03
C 0.57 -0.69 -0.13
C -1.59 0.30 -0.09
C 1.16 -1.93 -0.96
C -2.66 0.48 -1.21
C -1.07 1.75 0.25
C 3.44 0.51 0.43
N -0.72 -0.64 -0.47
N 1.12 -0.07 0.89
N 2.31 0.20 1.22
O -2.57 -1.39 1.34
H 0.32 -2.35 -1.45
H 1.47 -2.60 -0.19
H 2.02 -1.73 -1.61
H -2.07 0.90 -2.00
H -3.53 1.08 -1.03
H -2.99 -0.51 -1.50
H -0.05 1.69 0.57
H -1.70 2.25 0.91
H -1.15 2.23 -0.69
H 3.94 1.34 0.81
H 4.18 -0.23 0.47
H 3.18 0.67 -0.61
H -3.47 -1.53 1.83
H 2.37 0.44 2.20
*
```

The calculation puts the max |F| at 0.0771 hartree/bohr. The value obtained for the lowest unoccupied orbital energy (spin up / spin down) is -4.862 / -5.959 eV. As for the HOMO energy (spin up / spin down): -13.0 / -11.9 eV.

Mulliken atomic charge list, values in e, 2 entries:
1 C -0.398
2 C 0.654

***

No. 7
This record from the Open Molecules 2025 dataset describes C24H36N4O2 in the gas phase. The level of theory is ωB97M-V/def2-TZVPD.

Geometry as ORCA input:
```
! RIJCOSX wB97M-V def2-TZVPD def2/J DEFGRID3
* xyz 0 1
C -3.57 -0.16 2.77
H -4.59 -0.08 3.12
H -2.94 -0.40 3.63
H -3.50 -0.97 2.05
C -3.07 1.14 2.15
N -3.57 1.36 0.79
C -2.86 2.45 0.12
H -3.49 3.35 0.06
H -1.97 2.71 0.70
C -2.39 2.07 -1.30
N -1.11 1.40 -1.32
C -0.96 0.05 -1.13
O 0.11 -0.50 -1.37
N -2.08 -0.60 -0.71
H -2.74 -0.02 -0.19
C -2.06 -2.01 -0.37
C -1.78 -2.87 -1.61
C -1.84 -4.35 -1.26
C -0.83 -4.67 -0.15
C -1.10 -3.82 1.08
C -1.04 -2.34 0.72
H -1.23 -1.72 1.60
H -0.04 -2.09 0.34
H -2.09 -4.05 1.48
H -0.37 -4.04 1.86
H -0.89 -5.73 0.11
H 0.18 -4.47 -0.52
H -1.62 -4.95 -2.14
H -2.84 -4.60 -0.92
H -2.51 -2.63 -2.39
H -0.79 -2.61 -1.99
H -3.07 -2.25 -0.01
C 0.07 2.22 -1.50
C 1.28 1.66 -0.79
C 2.47 1.49 -1.40
C 3.59 0.94 -0.72
C 4.84 0.73 -1.32
C 5.87 0.16 -0.62
C 5.70 -0.24 0.72
C 4.48 -0.05 1.32
C 3.42 0.54 0.62
N 2.21 0.76 1.21
C 1.11 1.33 0.62
O 0.11 1.55 1.29
H 2.09 0.48 2.18
H 4.32 -0.35 2.35
C 6.84 -0.87 1.45
H 6.57 -1.09 2.48
H 7.14 -1.80 0.97
H 7.71 -0.20 1.46
H 6.83 0.01 -1.09
H 4.98 1.03 -2.35
H 2.59 1.75 -2.44
H 0.30 2.33 -2.57
H -0.14 3.21 -1.08
H -2.29 2.97 -1.90
H -3.12 1.41 -1.78
C -5.01 1.54 0.75
C -5.59 1.44 -0.65
H -5.27 2.27 -1.28
H -5.29 0.51 -1.12
H -6.68 1.46 -0.60
H -5.46 0.74 1.35
H -5.31 2.50 1.20
H -1.98 1.10 2.07
H -3.33 1.99 2.81
*
```

The calculation puts the max |F| at 0.0139 hartree/bohr. The value obtained for the lowest unoccupied orbital energy is 0.660 eV. As for the SMILES: CCN(CC)CCN(Cc1cc2ccc(C)cc2[nH]c1=O)C(=O)NC1CCCCC1. As for the HOMO energy: -7.9 eV.

Mulliken atomic charge list, values in e, 2 entries:
1 C -1.532
2 H 0.430

***

No. 8
This record from the Open Molecules 2025 dataset describes a molecular structure, C12H9ClN4O. The level of theory is ωB97M-V/def2-TZVPD.

Geometry as ORCA input:
```
! RIJCOSX wB97M-V def2-TZVPD def2/J DEFGRID3
* xyz 0 1
C 1.96 3.07 0.08
C 2.16 1.57 0.00
N 1.09 0.96 -0.03
C 1.09 -0.52 -0.02
N -0.07 -1.41 -0.15
C -1.49 -0.97 0.05
C -2.46 -2.05 0.16
C -3.74 -1.64 -0.12
C -4.21 -0.32 -0.09
C -3.21 0.66 0.00
C -1.95 0.64 0.03
H -1.28 1.34 -0.09
H -3.58 1.54 -0.10
Cl -5.83 0.08 0.04
H -4.44 -2.48 -0.13
H -2.09 -2.98 0.12
H 0.11 -2.40 0.05
C 2.24 -1.18 0.08
C 2.45 -2.42 -0.06
N 2.29 -3.63 0.12
C 3.45 -0.36 -0.09
O 4.52 -0.65 0.16
N 3.24 1.15 0.06
H 4.01 1.68 0.18
H 2.39 3.65 -1.13
H 0.94 3.38 -0.01
H 2.41 3.29 0.88
*
```

The calculation puts the max |F| at 0.3116 hartree/bohr. The value obtained for the lowest unoccupied orbital energy is -0.208 eV. As for the HOMO energy: -8.0 eV.

Mulliken atomic charge list, values in e, 2 entries:
1 C -1.499
2 C 0.788

***

No. 9
This record from the Open Molecules 2025 dataset describes a molecular structure, C19H20CaN3O3S. The level of theory is ωB97M-V/def2-TZVPD.

Geometry as ORCA input:
```
! RIJCOSX wB97M-V def2-TZVPD def2/J DEFGRID3
* xyz 1 1
Ca 0.77 -0.48 -0.32
C 5.81 0.23 0.61
N 4.79 1.28 0.43
C 5.00 2.49 -0.19
C 3.86 3.15 -0.28
N 2.88 2.31 0.35
C 3.48 1.16 0.73
S 2.89 -0.18 1.61
C 1.54 2.78 0.30
C 1.29 4.12 0.53
C -0.03 4.56 0.55
C -1.07 3.66 0.34
C -0.73 2.32 0.16
N 0.57 1.89 0.13
H 6.46 0.24 -0.25
H 5.27 -0.70 0.67
H 6.33 0.46 1.58
H 5.94 2.90 -0.52
H 3.64 4.09 -0.72
H 2.07 4.85 0.77
H -0.14 5.64 0.68
H -2.11 3.93 0.43
H -1.45 1.53 -0.05
C -2.22 -3.12 -0.18
C -2.37 -1.64 -0.18
O -1.44 -0.83 -0.31
C -3.72 -1.11 -0.09
C -4.74 -1.90 -0.65
C -6.00 -1.36 -0.61
C -6.26 -0.12 -0.07
C -5.21 0.65 0.42
C -3.96 0.15 0.44
H -2.79 -3.63 -0.96
H -2.60 -3.49 0.77
H -1.19 -3.43 -0.30
H -4.53 -2.84 -1.10
H -6.86 -1.90 -0.94
H -7.30 0.19 -0.03
H -5.41 1.64 0.83
H -3.10 0.74 0.86
C 1.98 -5.04 -0.95
O 1.58 -4.21 0.17
C 1.31 -2.92 0.02
O 1.47 -2.40 -1.15
H 1.78 -6.04 -0.65
H 3.05 -4.92 -1.05
H 1.47 -4.73 -1.85
*
```

The calculation puts the max |F| at 0.0483 hartree/bohr. The value obtained for the lowest unoccupied orbital energy is -3.025 eV. As for the HOMO energy: -9.9 eV.

Mulliken atomic charge list, values in e, 2 entries:
1 Ca 1.972
2 C -0.886